Arrangement P

{
  "formula": "C52H143N13O13",
  "method": "ωB97M-V/def2-TZVPD",
  "homo_energy_ha": -0.3174,
  "homo_lumo_gap_ev": 9.174,
  "charge": 0,
  "elements": ["O", "O", "O", "O", "O", "O", "O", "O", "O", "O", "O", "O", "O", "N", "N", "N", "N", "N", "N", "N", "N", "N", "N", "N", "N", "N", "C", "C", "C", "C", "C", "C", "C", "C", "C", "C", "C", "C", "C", "C", "C", "C", "C", "C", "C", "C", "C", "C", "C", "C", "C", "C", "C", "C", "C", "C", "C", "C", "C", "C", "C", "C", "C", "C", "C", "C", "C", "C", "C", "C", "C", "C", "C", "C", "C", "C", "C", "C", "H", "H", "H", "H", "H", "H", "H", "H", "H", "H", "H", "H", "H", "H", "H", "H", "H", "H", "H", "H", "H", "H", "H", "H", "H", "H", "H", "H", "H", "H", "H", "H", "H", "H", "H", "H", "H", "H", "H", "H", "H", "H", "H", "H", "H", "H", "H", "H", "H", "H", "H", "H", "H", "H", "H", "H", "H", "H", "H", "H", "H", "H", "H", "H", "H", "H", "H", "H", "H", "H", "H", "H", "H", "H", "H", "H", "H", "H", "H", "H", "H", "H", "H", "H", "H", "H", "H", "H", "H", "H", "H", "H", "H", "H", "H", "H", "H", "H", "H", "H", "H", "H", "H", "H", "H", "H", "H", "H", "H", "H", "H", "H", "H", "H", "H", "H", "H", "H", "H", "H", "H", "H", "H", "H", "H", "H", "H", "H", "H", "H", "H", "H", "H", "H", "H", "H", "H", "H", "H", "H", "H", "H", "H"],
  "positions_angstrom": [[3.9695, -6.2222, -2.2766], [3.8652, 5.0548, 3.4012], [4.6580, 1.9499, -5.0986], [-6.8498, -0.8872, -0.0310], [-2.6202, -4.6957, 5.9838], [-6.3430, 7.5775, -0.6598], [6.1006, -2.3444, 1.1212], [-0.7850, 0.6551, -1.6618], [-5.3371, 4.8008, 2.1547], [-3.6094, -2.4361, 1.7625], [3.1212, -3.2562, -5.5936], [2.3839, -0.9675, 5.3259], [0.8507, 4.3446, -3.4028], [0.8093, -5.6389, 4.8913], [4.4758, -5.2500, -8.4388], [-4.0332, 4.9814, -0.9251], [1.2723, -1.7572, 0.2723], [-2.6071, 3.9469, 1.5032], [1.7972, 2.8663, 3.5091], [4.0177, 0.2355, -2.7690], [-2.0042, -4.0463, -0.1186], [6.7612, -3.6835, 4.5029], [-1.8488, 5.4764, -3.5011], [-5.5347, 2.5585, 0.0822], [1.4469, 0.2290, 2.7697], [2.9136, -4.2869, 0.5292], [-5.8408, 6.3313, -0.5049], [-6.0960, 0.2335, -0.5623], [1.2473, -1.4382, 4.5568], [-0.4561, -0.1992, -0.5254], [-1.7479, 1.5999, -1.3037], [0.7426, -1.0022, -0.8294], [1.8373, 3.4003, -2.9423], [-4.1072, -2.2690, 3.0917], [-6.4350, 1.4582, 0.3370], [-4.2942, -3.1966, 0.7666], [-6.6273, 5.0909, 2.5718], [-0.6356, 6.2596, -3.4731], [-5.4654, 5.1891, -2.9364], [2.0668, 3.7169, 2.4090], [0.5294, 5.4970, -2.6065], [-4.8822, 5.8696, -1.5888], [3.5472, -4.9708, -1.7399], [-7.3305, -1.7932, -1.0153], [4.5654, 6.2948, 3.2961], [5.7392, -4.1507, -6.7009], [-3.3375, 3.3849, 2.6200], [-7.0090, 8.1562, 0.4623], [5.4527, 1.8983, -3.9595], [5.3186, 0.5142, -3.2236], [3.1770, -1.8730, 6.0408], [2.5239, 5.0707, 2.8756], [3.2321, -3.6598, -6.9703], [-3.3691, -3.6610, -0.4093], [2.1966, -2.2090, -5.3919], [4.8157, 3.0163, -5.9999], [-1.0499, 7.6552, -2.9649], [-0.8169, -4.5058, 3.5267], [5.1363, -1.5332, 0.5885], [-2.2615, 3.1676, 3.6111], [-1.6430, -5.6389, 5.6029], [5.6691, -0.6379, -4.0930], [0.8879, 3.8549, 1.4981], [0.5530, -1.9207, -1.9704], [6.0009, -2.3834, 2.5859], [-4.4165, 4.3678, 3.1855], [-4.1217, -4.6376, -1.2224], [-0.4463, -4.9478, 4.9417], [4.2857, -4.7614, -7.0806], [1.3904, -5.6603, -0.7443], [6.6264, -5.0082, 2.4702], [-3.8917, -5.2731, 6.1634], [0.5651, -0.2686, 3.7806], [4.6410, -6.0656, -3.5852], [2.8845, -5.3843, -0.4269], [-7.9170, 1.9521, 0.1783], [6.9009, -3.5448, 3.0816], [-0.7053, -0.6817, 3.1381], [-2.6644, 2.9878, 4.6078], [1.1685, 3.4297, 4.0635], [-8.2988, 2.1596, -0.8213], [1.3611, -6.2745, -1.6443], [-1.7374, -3.4241, 0.6309], [3.5232, -2.8287, -7.6126], [-7.1936, 5.4078, 1.6961], [1.5752, -2.1701, 3.8186], [-4.7714, 4.8885, -3.7213], [-0.3054, 0.2921, 0.4359], [-1.9584, -6.4061, 4.8958], [-1.7658, 4.5653, -3.9291], [4.3356, -4.2319, -1.5959], [2.6177, -2.3950, 6.8172], [-5.0358, -2.5656, 0.2766], [-6.0709, 4.3550, -2.5817], [2.6343, -1.2325, -5.5997], [-4.0617, -6.0167, 6.9420], [2.7858, 3.1189, 1.8490], [0.5299, -2.3727, 0.5726], [-3.4535, -4.8689, -2.0520], [1.4506, -5.3316, 4.1742], [1.9383, -2.2286, -4.3331], [-4.4520, -4.3761, 6.4269], [1.2617, -2.4403, -5.9024], [-7.1211, 4.2785, 3.1050], [-1.3607, -0.8153, 3.9988], [-0.1642, -3.7292, 3.1279], [1.4301, -0.2488, -1.2138], [5.5352, -5.5316, -3.2639], [6.5203, 1.9945, -4.1575], [3.7088, -0.7232, -2.6940], [-6.2303, 5.8035, -3.4113], [4.0017, -5.6190, -6.4708], [-5.3139, 6.4399, 0.4430], [0.7732, -4.7871, -0.9552], [0.1534, 5.0202, -1.7014], [0.2269, 4.6180, 1.9090], [-4.6000, -1.2997, 3.1680], [-8.2510, 2.7273, 0.8680], [-4.9441, -4.1250, -1.7213], [5.1465, 2.7910, -3.4142], [-1.2443, -6.2215, 6.4334], [-5.0368, -0.0225, -0.5881], [0.3325, 0.4310, 4.5834], [-1.6851, 2.3075, 3.2703], [5.9139, -4.1616, 4.7741], [1.2135, 4.2608, 0.5404], [-4.9968, 3.8187, 3.9270], [3.3569, -6.2940, -0.0563], [-3.1294, 4.8234, -1.3473], [-6.4678, -2.2878, -1.4617], [4.1500, -5.4098, -4.3042], [1.7545, 2.4643, -3.4949], [5.3140, -1.5050, -0.4865], [2.3451, 0.1179, 3.2180], [2.6139, 5.6812, 1.9771], [7.9374, -3.2979, 2.8519], [1.3791, 1.2245, 2.9263], [-3.3518, -2.7199, -0.9589], [7.4292, -4.3318, 4.8948], [5.1439, -0.5113, 0.9678], [-0.1900, 6.3038, -4.4668], [-6.3053, 1.2197, 1.3926], [5.7367, -3.7082, -5.7047], [3.7309, -3.6935, 0.5238], [-4.8176, -4.0226, 1.2482], [7.2739, -5.6805, 3.0331], [-1.9002, 8.1179, -3.4659], [-0.8527, -5.3124, 2.7944], [3.6748, -2.5396, 5.3366], [6.0139, -3.4283, -7.4695], [4.9740, -2.5646, 2.9033], [4.1543, 7.1624, 3.8123], [6.4888, -4.9240, -6.5328], [0.5752, -1.8680, 5.2995], [6.0075, 0.4751, -2.3798], [3.3363, 0.6368, -3.3973], [5.7960, 3.1642, -6.4529], [-1.8187, -4.0843, 3.4438], [-7.9299, -1.2344, -1.7340], [-6.1679, 8.3172, 1.1366], [1.4365, -1.1068, 1.0273], [5.5148, -1.5814, -3.5695], [6.2301, -1.4555, 3.1099], [-3.7830, 2.4115, 2.4148], [1.5607, 3.2260, -1.9025], [-3.9301, 5.2184, 3.6631], [-0.4595, -2.3237, -1.9484], [5.5547, -5.2066, 2.4849], [-6.4760, 5.9625, 3.2086], [-8.5659, 1.1804, 0.5924], [-0.1414, -4.0933, 5.5458], [-5.5879, 3.2997, 0.7662], [0.9322, -6.1933, 0.0888], [4.5632, 6.5973, 2.2489], [3.8784, -1.2283, 6.5704], [0.3992, 2.9035, 1.2877], [4.8291, -7.0186, -4.0797], [-1.4362, -3.8362, -0.9269], [-1.2074, 0.1272, 2.6074], [-3.2823, -2.3145, 3.8028], [4.1597, -2.0071, 0.6877], [-2.0053, 2.2023, -2.1749], [2.2641, -3.6121, 0.1513], [1.8146, 5.5091, 3.5777], [2.9020, -4.3946, -2.4031], [4.5646, 3.9866, -5.5714], [-4.5688, 4.1294, -1.0104], [-4.3575, -5.5549, -0.6829], [-1.5154, 3.9510, 3.7441], [4.9853, -6.1132, -8.3146], [2.2245, -4.0389, -7.1409], [6.9704, -5.1073, 1.4407], [0.4283, -1.3283, -2.8768], [-4.2706, -5.7555, 5.2623], [6.6927, -0.3842, -4.3685], [-4.9115, -2.9862, 3.2554], [-7.7949, 7.4932, 0.8242], [-0.1935, 8.3283, -3.0031], [-4.5815, 2.2290, 0.1367], [-6.6037, 5.5528, -0.4961], [-1.3099, 2.3833, -0.6851], [-2.1007, 4.7216, 1.9074], [-1.3133, -0.8415, -0.3232], [-2.5200, 5.9631, -4.0778], [3.5715, -5.5780, -8.7469], [-6.3862, 0.4713, -1.5857], [-3.2660, 4.3376, 0.8449], [-7.5131, 9.0820, 0.1850], [0.6218, -6.5657, 4.5364], [-8.0138, -2.5287, -0.5907], [5.0207, -0.7122, -4.9661], [-2.7020, 1.2503, -0.9092], [-0.7493, -1.6887, 2.7233], [-1.2513, 7.4687, -1.9100], [5.5704, 6.1927, 3.7056], [2.5900, 2.9263, 4.1319], [-4.3384, 6.7713, -1.8705], [1.3150, -2.7000, -1.9852], [4.1767, 2.9037, -6.8758], [1.3987, 6.1222, -2.4027], [2.7902, 3.9071, -3.0945]],
  "mulliken_charge": [-0.460, -0.329, -0.258, -0.339, -0.267, -0.490, -0.385, -0.505, 0.150, 0.104, -0.116, -0.364, -0.424, -0.771, -0.747, -0.097, 1.045, 0.142, -0.500, -0.064, -0.489, -0.717, -0.386, 0.384, -0.011, -0.018, 0.204, -0.395, -1.255, 0.662, 0.079, -0.019, -0.218, -0.821, 0.836, -0.441, -0.915, 0.194, -1.390, 0.092, -0.286, 0.038, -0.469, -0.965, -0.767, -1.129, 1.064, -0.685, -1.126, 0.513, -0.698, -0.743, -0.949, 0.907, -0.318, -0.876, -1.464, -0.184, 0.065, -1.670, -1.006, -1.385, -0.823, -0.396, -0.351, -1.386, -1.530, 0.775, 0.475, -1.395, -1.320, -0.794, 0.958, -0.424, 0.435, -1.641, 0.357, -0.211, 0.566, 0.282, 0.287, 0.422, -0.007, 0.247, 0.131, 0.372, 0.283, -0.139, 0.393, 0.206, 0.556, 0.308, -0.285, 0.295, 0.260, 0.328, 0.293, -0.484, 0.431, 0.257, -0.273, 0.239, 0.420, 0.362, 0.799, -0.267, 0.114, 0.353, 0.511, -0.037, 0.425, 0.349, -0.035, 0.291, -0.084, 0.171, 0.123, 0.351, 0.300, 0.439, 0.452, -0.040, 0.341, 0.251, 0.235, 0.260, 0.497, 0.282, -0.088, 0.376, -0.102, 0.105, -0.016, 0.372, 0.382, 0.268, -0.439, 0.063, 0.287, 0.449, 0.283, 0.131, 0.091, 0.141, 0.510, 0.437, 0.399, 0.424, 0.194, 0.356, 0.035, 0.302, 0.399, 0.440, 0.230, 0.076, 0.332, -0.109, 0.398, 0.318, -0.379, 0.444, 0.385, -0.057, 0.046, 0.313, -0.105, 0.239, 0.310, 0.454, -0.088, -0.494, 0.290, 0.328, 0.259, 0.020, 0.370, 0.212, -0.468, 0.127, -0.413, 0.427, -0.224, 0.391, 0.043, 0.301, -0.027, 0.391, 0.381, 0.300, 0.452, 0.323, 0.329, 0.327, 0.513, 0.455, 0.229, 0.398, -0.300, 0.070, -0.028, 0.335, -0.168, 0.219, 0.274, 0.423, -0.025, 0.274, 0.312, 0.236, 0.123, -0.250, -0.719, 0.323, 0.257, 0.318, 0.441, -0.082, 0.290, 0.426, 0.280]
}

---

Arrangement Q

{
  "formula": "C52H143N13O13",
  "method": "ωB97M-V/def2-TZVPD",
  "homo_energy_ha": -0.3234,
  "homo_lumo_gap_ev": 9.163,
  "charge": 0,
  "elements": ["O", "O", "O", "O", "O", "O", "O", "O", "O", "O", "O", "O", "O", "N", "N", "N", "N", "N", "N", "N", "N", "N", "N", "N", "N", "N", "C", "C", "C", "C", "C", "C", "C", "C", "C", "C", "C", "C", "C", "C", "C", "C", "C", "C", "C", "C", "C", "C", "C", "C", "C", "C", "C", "C", "C", "C", "C", "C", "C", "C", "C", "C", "C", "C", "C", "C", "C", "C", "C", "C", "C", "C", "C", "C", "C", "C", "C", "C", "H", "H", "H", "H", "H", "H", "H", "H", "H", "H", "H", "H", "H", "H", "H", "H", "H", "H", "H", "H", "H", "H", "H", "H", "H", "H", "H", "H", "H", "H", "H", "H", "H", "H", "H", "H", "H", "H", "H", "H", "H", "H", "H", "H", "H", "H", "H", "H", "H", "H", "H", "H", "H", "H", "H", "H", "H", "H", "H", "H", "H", "H", "H", "H", "H", "H", "H", "H", "H", "H", "H", "H", "H", "H", "H", "H", "H", "H", "H", "H", "H", "H", "H", "H", "H", "H", "H", "H", "H", "H", "H", "H", "H", "H", "H", "H", "H", "H", "H", "H", "H", "H", "H", "H", "H", "H", "H", "H", "H", "H", "H", "H", "H", "H", "H", "H", "H", "H", "H", "H", "H", "H", "H", "H", "H", "H", "H", "H", "H", "H", "H", "H", "H", "H", "H", "H", "H", "H", "H", "H", "H", "H", "H"],
  "positions_angstrom": [[-17.3742, 26.2670, -15.3180], [-15.4393, 19.0723, -7.9901], [-10.1967, 25.8494, -13.2102], [-19.7390, 23.0757, -17.3917], [-13.2935, 14.8758, -14.2047], [-6.9732, 21.3909, -11.5521], [-9.3864, 24.7305, -17.9438], [-14.8572, 28.1320, -18.5741], [-12.8196, 21.3511, -14.0296], [-8.6820, 16.4126, -11.6134], [-15.0289, 22.5003, -10.0944], [-16.2875, 24.6695, -19.0210], [-12.8941, 18.2513, -17.2535], [-15.7771, 23.3539, -14.9339], [-14.9215, 15.6079, -18.7785], [-17.2365, 27.1003, -20.0958], [-14.1541, 19.2066, -10.4904], [-12.3830, 28.9925, -21.2812], [-10.2696, 21.8394, -15.8729], [-10.0259, 14.2676, -8.8966], [-3.5671, 20.0172, -11.0391], [-17.5167, 20.7892, -9.6594], [-14.6089, 16.3007, -11.0558], [-11.3614, 29.1813, -14.3698], [-16.3563, 25.7410, -12.8104], [-17.9347, 21.7172, -19.0756], [-14.0884, 19.5180, -8.1322], [-9.6555, 15.5712, -11.0284], [-15.0823, 24.1319, -18.5277], [-9.3674, 26.1425, -17.7897], [-13.2071, 30.4787, -19.5150], [-16.3005, 24.8385, -20.4168], [-8.0822, 13.8360, -10.1509], [-17.7493, 27.2192, -16.2969], [-16.3153, 22.7377, -10.6243], [-11.9712, 19.2691, -9.4771], [-17.4879, 25.7799, -20.6688], [-14.1412, 21.8024, -13.9031], [-14.2750, 23.6909, -10.0096], [-9.0608, 28.4054, -14.0919], [-17.7375, 25.9571, -22.1798], [-14.0007, 28.0334, -19.6918], [-13.4178, 18.7975, -9.2829], [-16.0673, 19.6460, -6.8745], [-9.0746, 14.9449, -9.7801], [-9.8853, 22.5970, -17.0854], [-12.8589, 16.5660, -19.7462], [-9.7364, 24.0592, -16.7426], [-4.7292, 20.8560, -10.8137], [-10.9868, 27.0213, -13.2165], [-15.4227, 16.6687, -13.3981], [-13.2555, 15.5978, -12.9796], [-17.7366, 25.3369, -13.1401], [-11.9913, 14.8511, -14.7816], [-18.3010, 26.2404, -14.2375], [-5.8321, 20.6225, -11.8651], [-12.8665, 29.0410, -19.8840], [-4.3784, 22.3263, -10.6229], [-10.9406, 22.2568, -18.1545], [-14.1034, 27.9108, -17.3749], [-17.0626, 21.4281, -10.9099], [-10.5289, 27.9716, -14.2997], [-14.0691, 17.6705, -17.8131], [-20.1232, 24.4136, -17.2425], [-14.3922, 22.8875, -14.9197], [-13.2035, 19.5042, -16.6863], [-13.6921, 16.3563, -18.4526], [-18.4352, 22.7712, -16.8779], [-10.4976, 24.9123, -12.2423], [-12.2658, 20.6211, -12.9833], [-18.0304, 21.5034, -17.6231], [-14.6621, 15.7551, -12.4039], [-13.5000, 24.1207, -14.7058], [-16.7051, 20.9420, -17.0824], [-18.5475, 25.4585, -11.8471], [-9.2714, 17.1538, -12.6535], [-8.0354, 21.2511, -12.4662], [-18.3493, 21.6805, -11.6900], [-17.7978, 24.3105, -13.5050], [-19.5971, 25.1936, -11.9584], [-12.8557, 16.6009, -13.1685], [-15.9766, 23.9997, -15.6857], [-21.1685, 24.4841, -17.5466], [-10.1554, 26.4778, -17.1126], [-16.5373, 23.9582, -21.0276], [-15.0541, 14.7370, -12.3391], [-16.3956, 26.6518, -12.3566], [-11.5724, 18.6722, -10.3007], [-8.9073, 22.2329, -17.4018], [-11.3664, 14.3939, -14.0052], [-10.0556, 14.8483, -11.7506], [-16.8901, 23.4301, -10.0025], [-17.3507, 22.5456, -19.1806], [-19.4915, 25.0996, -17.8119], [-5.2456, 22.9513, -10.4138], [-17.1337, 19.7573, -7.0483], [-13.0338, 15.7925, -17.7877], [-3.6720, 22.5246, -9.8180], [-10.8493, 29.7722, -15.0149], [-14.1376, 22.5125, -15.9173], [-8.7768, 28.8432, -13.1364], [-3.8552, 19.0487, -10.9316], [-11.8397, 20.3223, -9.7225], [-13.3381, 23.4388, -9.5171], [-18.2974, 21.3040, -9.2718], [-8.4970, 12.9073, -10.5554], [-18.0363, 24.9129, -11.0557], [-12.7107, 15.6452, -20.3089], [-15.1470, 18.9975, -10.3841], [-12.0556, 28.7532, -19.2053], [-20.1382, 24.7114, -16.1864], [-15.9635, 25.9890, -13.7204], [-19.0876, 22.2287, -11.1012], [-16.5883, 19.8786, -17.3067], [-10.3701, 13.4195, -9.3443], [-12.6791, 19.6097, -12.8900], [-11.2013, 20.4326, -13.1419], [-14.0930, 24.1601, -10.9830], [-10.6093, 22.7182, -19.0937], [-13.4560, 17.2546, -20.3524], [-14.9469, 23.1195, -18.9200], [-10.5380, 16.1378, -10.6890], [-10.5254, 25.2896, -11.2096], [-12.0518, 26.7688, -13.2999], [-12.3985, 21.2392, -12.0859], [-10.9346, 27.4971, -12.2256], [-18.7974, 20.7380, -17.5015], [-8.4281, 27.5132, -14.1877], [-11.3066, 29.6523, -13.4709], [-16.3976, 20.7478, -11.4388], [-14.5377, 18.3452, -18.5471], [-16.1388, 23.1384, -11.6359], [-16.7982, 26.9796, -19.1874], [-8.7379, 29.0024, -14.9474], [-18.8546, 22.0272, -19.3773], [-14.8470, 17.5879, -13.5569], [-18.8494, 20.7332, -11.8869], [-9.0115, 24.2628, -15.9470], [-8.3806, 26.4201, -17.4077], [-14.2138, 22.2241, -12.8864], [-17.0934, 26.7206, -22.6147], [-8.4890, 17.7691, -13.1063], [-15.8946, 19.0375, -5.9758], [-13.3381, 28.6796, -17.2584], [-13.5762, 27.0212, -19.7520], [-14.1483, 30.8063, -19.9674], [-14.5933, 14.6830, -19.0404], [-14.8396, 20.9590, -13.9600], [-12.7562, 29.8124, -21.7441], [-18.5964, 26.9073, -16.9104], [-10.6766, 24.5007, -16.3783], [-16.5905, 21.0503, -16.0026], [-9.5949, 16.4532, -13.4311], [-13.5471, 26.9672, -17.4319], [-15.0923, 24.0331, -17.4419], [-12.4396, 23.8770, -14.8251], [-15.5827, 16.5202, -10.8473], [-17.6559, 25.0196, -22.7343], [-9.4645, 26.6188, -18.7637], [-15.9048, 23.8956, -14.0854], [-7.2621, 14.0772, -10.8291], [-15.7817, 21.3616, -17.4927], [-17.8457, 28.2108, -15.8506], [-18.3719, 25.4247, -20.1354], [-12.6541, 15.0350, -12.2562], [-10.0593, 17.8706, -12.3981], [-8.9117, 21.6980, -11.9876], [-11.9236, 22.6786, -17.9406], [-13.5120, 17.7215, -9.1492], [-18.0613, 22.2175, -12.5959], [-8.4110, 20.2423, -12.6629], [-12.3866, 31.1772, -19.6506], [-7.8496, 21.8403, -13.3659], [-14.2124, 17.2452, -11.1220], [-14.6588, 28.0802, -20.5621], [-7.6171, 13.4938, -9.2212], [-18.4634, 27.2695, -13.8977], [-10.0690, 20.8632, -16.0166], [-15.4143, 25.3502, -20.8059], [-11.3841, 29.1441, -21.1951], [-14.8498, 17.6021, -17.0471], [-13.8631, 19.5045, -15.8142], [-3.2087, 20.0285, -11.9913], [-11.5485, 15.8130, -15.0541], [-9.8190, 24.0597, -12.1869], [-11.8882, 17.0194, -19.5433], [-16.4169, 16.9560, -13.0532], [-11.3448, 19.0513, -8.6096], [-17.7588, 23.6285, -16.9451], [-11.1892, 21.9992, -15.4877], [-14.8334, 24.4294, -9.4229], [-18.4898, 26.5116, -11.5525], [-15.6068, 20.5630, -6.4854], [-14.7847, 27.8606, -16.5309], [-14.2268, 20.2205, -10.5443], [-16.5014, 27.6028, -20.5776], [-13.6222, 24.5633, -13.7132], [-5.1241, 20.4948, -9.8581], [-16.8694, 20.6401, -8.8789], [-5.4034, 20.9845, -12.8119], [-14.0453, 20.6012, -8.2710], [-10.9940, 21.1903, -18.3619], [-19.2620, 25.8123, -14.5412], [-10.5770, 27.4481, -15.2583], [-14.2405, 24.8089, -18.7111], [-15.2515, 16.0352, -19.6414], [-12.0352, 14.2160, -15.6631], [-13.5166, 30.4778, -18.4607], [-8.5524, 15.6666, -9.1513], [-15.4539, 16.2524, -14.4066], [-6.0938, 19.5640, -11.9525], [-3.9222, 22.6628, -11.5598], [-10.9056, 14.7790, -8.8113], [-18.5290, 22.5955, -15.7988], [-11.4776, 24.4311, -12.3860], [-13.7726, 24.8965, -15.4237], [-13.5462, 20.1884, -17.4715], [-16.9333, 27.2404, -17.0228], [-12.2637, 19.9424, -16.3458], [-13.6095, 19.3348, -7.1591], [-18.7646, 26.2678, -22.3813]],
  "mulliken_charge": [0.159, -0.322, -0.263, -0.475, -0.412, -0.331, -0.426, -0.409, 1.381, -0.379, -0.048, 0.704, -0.503, 1.492, -0.713, -0.534, -0.093, -0.668, -0.211, -0.746, -0.719, -0.578, -0.612, -0.686, -0.354, -0.839, -0.615, 0.358, -0.826, -0.205, -1.573, -0.676, -1.471, -0.234, -0.032, -1.410, 0.768, -1.001, -0.762, -1.607, -1.546, -0.551, 0.539, -1.085, 0.287, 0.263, -1.472, 0.030, 0.512, -0.789, -1.038, -0.177, 2.020, -0.654, -1.285, -0.521, 0.594, -1.394, -1.268, -0.608, 0.936, 1.585, -0.629, -0.090, 1.188, -0.184, 0.649, 0.532, -0.271, -0.130, -0.022, 0.209, -0.652, -0.326, -1.652, -0.351, -0.233, -1.423, -0.781, 0.341, -0.085, -0.673, 0.371, -0.246, 0.410, 0.379, 0.406, 0.068, 0.491, 0.334, -0.024, 0.518, 0.050, -0.134, 0.316, 0.372, 0.001, 0.352, 0.306, 0.080, 0.336, 0.286, 0.152, 0.232, 0.332, 0.358, 0.281, 0.431, 0.444, 0.115, 0.025, -0.034, 0.465, 0.399, 0.300, -0.050, -0.142, 0.073, 0.509, 0.342, 0.475, -0.171, 0.368, 0.307, 0.169, 0.447, 0.493, 0.318, 0.287, -0.290, 0.357, -0.247, -0.101, 0.472, 0.400, -0.023, 0.461, 0.370, 0.270, -0.914, 0.324, 0.321, 0.345, 0.331, 0.140, 0.362, 0.326, 0.279, 0.314, 0.191, -0.362, -0.083, 0.274, 0.109, -0.321, 0.275, 0.284, 0.376, 0.322, -1.104, 0.322, -0.307, 0.428, -0.064, 0.306, -0.053, 0.029, 0.012, 0.757, -0.023, -0.054, 0.433, 0.386, 0.153, 0.349, 0.397, 0.435, 0.352, 0.281, 0.309, 0.318, 0.169, 0.258, 0.148, 0.017, 0.290, 0.422, 0.523, -0.249, -0.422, 0.353, 0.500, 0.399, 0.283, -0.588, 0.289, -0.402, 0.289, 0.207, 0.276, 0.154, 0.360, 0.192, -0.746, 0.246, 0.310, 0.340, 0.358, 0.331, 0.385, 0.230, 0.308, 0.233, 0.197, -0.018, 0.063, 0.143, -0.459, -0.013, 0.481, 0.398]
}

---

Quick ranking, most stable first: arrangement Q, arrangement P.